Record 1
Here is a single C6H8 molecule from OMol25. Energies are from the ωB97M-V functional and the def2-TZVPD basis.

Properties
Net charge ... 0
E_tot ... -6346.0684 eV
Energy relative to the best compared isomer or geometry (same formula, charge and spin) ... 4.715 eV
Strongest force on any atom ... 0.612 eV Å⁻¹
LUMO energy ... 0.0 eV

Last column: natural (NBO) charge in e.
Positions of all 14 atoms, in Å:
C (1.198988, -0.638823, -0.601356)  -0.420
C (0.785358, 0.203567, 0.558377)  -0.200
C (0.755658, 0.787124, -0.866506)  -0.404
C (-0.613679, 1.217727, -1.172115)  -0.014
C (-1.524298, -0.723290, 0.811941)  -0.393
C (-0.589704, 0.159070, 1.152916)  -0.190
H (0.557208, -1.452837, -0.927847)  0.218
H (2.264177, -0.845479, -0.691359)  0.228
H (1.578923, 0.560208, 1.215390)  0.232
H (1.516739, 1.536383, -1.060829)  0.230
H (-1.221586, 0.336828, -1.453295)  0.093
H (-2.561563, -0.586834, 1.094189)  0.210
H (-1.295768, -1.575210, 0.176288)  0.192
H (-0.850450, 1.021564, 1.764210)  0.218

Atoms 1-3, force components in eV/Å:
C -0.07 -0.16 -0.02
C -0.06 -0.10 0.15
C -0.01 0.41 -0.30

Record 2
Here is a molecular structure, C22H45O16Zn in a non-equilibrium geometry from OMol25. Energies are from the ωB97M-V functional and the def2-TZVPD basis.

Properties
Net charge ... +1
E_tot ... -104704.7380 eV
Energy relative to the best compared isomer or geometry (same formula, charge and spin) ... 10.518 eV
Strongest force on any atom ... 4.100 eV Å⁻¹
LUMO energy ... -9.5 eV

Last column: Löwdin charge in e.
Positions of all 84 atoms, in Å:
Zn (3.388837, 4.029562, 3.468260)  0.682
C (0.839373, 0.075961, 0.281237)  -0.098
O (1.298009, 1.186497, 1.008108)  0.041
H (-0.109550, -0.303206, 0.660571)  0.104
H (0.711071, 0.255148, -0.786247)  0.106
H (1.607486, -0.687784, 0.402904)  0.148
C (7.167689, -1.127893, 2.038494)  -0.074
O (7.452608, -1.533355, 3.332727)  -0.039
C (6.750790, -0.988171, 4.384922)  -0.554
O (6.172922, 0.079671, 4.299104)  0.099
O (6.899133, -1.665996, 5.518651)  0.005
C (7.446192, -2.982419, 5.622606)  -0.025
H (6.089885, -1.215155, 1.901231)  0.096
H (7.717673, -1.721442, 1.308209)  0.100
H (7.478808, -0.094438, 1.885982)  0.095
H (6.881601, -3.708448, 5.037619)  0.098
H (7.360703, -3.318823, 6.655862)  0.098
H (8.486416, -2.896020, 5.308649)  0.100
C (0.025335, 0.150072, 7.826233)  -0.041
O (0.271680, 0.988546, 8.914800)  -0.004
C (0.852596, 2.134145, 8.717192)  -0.558
O (1.224511, 2.612380, 7.628793)  0.071
O (1.138073, 2.728383, 9.915578)  0.000
C (0.919543, 2.053011, 11.145483)  -0.062
H (0.918856, -0.251717, 7.348477)  0.104
H (-0.583934, 0.711595, 7.117997)  0.099
H (-0.605239, -0.676056, 8.154854)  0.100
H (-0.128722, 1.842596, 11.357519)  0.096
H (1.185208, 2.800261, 11.893256)  0.096
H (1.517771, 1.181177, 11.410316)  0.098
C (-2.726356, 7.167042, -7.962110)  -0.031
O (-2.373327, 7.370004, -6.590363)  -0.008
C (-1.355406, 6.653533, -6.064093)  -0.502
O (-0.677317, 5.750725, -6.613569)  0.072
O (-1.258299, 7.058749, -4.764598)  -0.017
C (-0.452447, 6.395087, -3.829354)  -0.072
H (-3.798699, 6.971671, -7.959960)  0.092
H (-2.266283, 6.258739, -8.351231)  0.091
H (-2.561140, 8.065006, -8.557479)  0.097
H (-0.822703, 5.410068, -3.545196)  0.090
H (-0.414297, 6.994560, -2.919811)  0.094
H (0.545904, 6.201307, -4.221594)  0.092
C (6.586196, -4.406635, -6.221249)  -0.068
O (6.078222, -3.166505, -6.581721)  -0.022
C (5.633846, -2.291427, -5.615072)  -0.504
O (5.565442, -2.466484, -4.396244)  0.084
O (5.305629, -1.092015, -6.175642)  -0.022
C (4.942061, 0.111354, -5.437412)  -0.028
H (6.749879, -4.929730, -7.163416)  0.101
H (5.891443, -4.917994, -5.554969)  0.098
H (7.541237, -4.257241, -5.717605)  0.100
H (5.455177, 0.059096, -4.477165)  0.081
H (3.897481, 0.291212, -5.183225)  0.088
H (5.338914, 1.005239, -5.918638)  0.092
C (-6.760287, 4.411876, 0.392575)  -0.020
C (-5.662224, 5.255672, 1.056251)  -0.490
O (-5.584344, 6.432819, 0.852868)  0.083
C (-4.746965, 4.558681, 2.061546)  -0.030
H (-7.474555, 5.022613, -0.159618)  0.081
H (-7.376129, 3.929781, 1.151806)  0.082
H (-6.215476, 3.694991, -0.221718)  0.082
H (-4.729457, 3.469600, 2.020410)  0.071
H (-4.949566, 4.808604, 3.102987)  0.084
H (-3.741150, 4.960169, 1.938047)  0.076
C (-3.605795, -5.479381, -6.644406)  -0.029
C (-3.005148, -5.304764, -5.272521)  -0.506
O (-3.753471, -5.165659, -4.322116)  0.054
C (-1.514666, -5.277551, -5.152978)  -0.025
H (-3.366839, -6.479435, -7.006206)  0.088
H (-3.264447, -4.798610, -7.424232)  0.083
H (-4.681737, -5.372912, -6.506165)  0.083
H (-1.257507, -4.385731, -4.581463)  0.085
H (-1.087827, -5.257862, -6.155732)  0.077
H (-1.125599, -6.122038, -4.584134)  0.089
C (-6.221030, -3.612289, 1.649622)  -0.032
C (-7.326937, -4.661792, 1.927713)  -0.490
O (-8.442798, -4.410410, 1.495535)  0.060
C (-6.914581, -5.793465, 2.792600)  -0.030
H (-6.647003, -2.807746, 1.050152)  0.076
H (-5.395777, -4.133878, 1.164861)  0.075
H (-5.873420, -3.110688, 2.552760)  0.073
H (-6.435942, -5.429403, 3.701695)  0.089
H (-6.300679, -6.384228, 2.112732)  0.093
H (-7.739124, -6.450406, 3.069456)  0.087

Atoms 1-3, force components in eV/Å:
Zn -0.11 -0.32 -0.05
C -0.67 2.82 0.96
O -0.72 -1.90 -1.36

Record 3
Here is a molecular structure, C16H32ILiO8S4 in a non-equilibrium geometry from OMol25. Energies are from the ωB97M-V functional and the def2-TZVPD basis.

Properties
Net charge ... 0
E_tot ... -85132.9612 eV
Energy relative to the best compared isomer or geometry (same formula, charge and spin) ... 4.689 eV
Strongest force on any atom ... 4.013 eV Å⁻¹
LUMO energy ... -1.6 eV

Last column: natural (NBO) charge in e.
Positions of all 62 atoms, in Å:
Li (-0.861557, 0.235342, -0.204914)  0.949
I (-5.225617, 1.160789, -0.940580)  -0.950
C (2.885234, 5.372306, 4.958731)  -0.419
C (2.574360, 6.680540, 4.081829)  -0.419
C (2.188006, 6.341873, 2.639295)  -0.629
S (3.123482, 4.697980, 2.282704)  2.105
O (4.157632, 4.903314, 1.323970)  -0.938
O (2.160271, 3.681622, 1.905273)  -0.944
C (3.800268, 4.660973, 4.027672)  -0.628
H (1.931616, 4.849898, 5.035059)  0.222
H (3.268712, 5.741431, 5.909944)  0.242
H (3.338939, 7.456801, 4.112526)  0.212
H (1.726608, 7.261934, 4.444325)  0.222
H (2.627088, 6.998041, 1.887782)  0.245
H (1.102156, 6.247047, 2.633542)  0.241
H (4.776069, 5.144489, 3.981627)  0.243
H (3.999830, 3.592986, 4.115253)  0.244
C (2.749763, 4.574790, -6.459975)  -0.414
C (3.980775, 3.744310, -6.304505)  -0.417
C (3.545464, 2.289655, -5.969658)  -0.669
S (1.746627, 2.291446, -5.742908)  2.139
O (1.478457, 1.713408, -4.428745)  -0.954
O (1.069222, 1.915148, -6.952765)  -0.925
C (1.576919, 4.117612, -5.559366)  -0.643
H (2.478620, 4.609975, -7.515122)  0.219
H (2.980110, 5.596432, -6.157835)  0.218
H (4.602969, 4.310717, -5.611552)  0.223
H (4.576078, 3.788225, -7.216535)  0.228
H (3.850362, 1.977340, -4.970866)  0.251
H (3.791092, 1.437532, -6.603419)  0.256
H (1.855463, 4.377360, -4.538078)  0.227
H (0.569385, 4.484766, -5.754767)  0.260
C (-4.338938, -4.744049, -4.257377)  -0.418
C (-4.786720, -5.919237, -3.378681)  -0.411
C (-4.167740, -5.554799, -1.972612)  -0.648
S (-2.411551, -5.106138, -2.361650)  2.077
O (-1.462853, -6.250505, -2.317600)  -0.932
O (-2.104347, -3.897738, -1.601065)  -0.946
C (-2.802206, -4.792546, -4.142421)  -0.636
H (-4.834122, -3.802713, -4.019121)  0.240
H (-4.535631, -4.942989, -5.310864)  0.227
H (-4.486912, -6.888467, -3.777208)  0.220
H (-5.873643, -5.871625, -3.445193)  0.230
H (-4.133816, -6.405672, -1.292199)  0.244
H (-4.676058, -4.730293, -1.472686)  0.257
H (-2.216138, -5.587725, -4.603189)  0.250
H (-2.171935, -3.919990, -4.314144)  0.248
C (-2.434757, -4.649927, 6.311831)  -0.398
C (-1.353519, -5.027716, 5.278402)  -0.425
C (-0.260135, -4.059966, 5.426780)  -0.621
S (-1.069650, -2.418253, 5.709382)  2.056
O (-1.079127, -1.659302, 4.385357)  -0.932
O (-0.550387, -1.822108, 6.950133)  -0.918
C (-2.704237, -3.170004, 6.022520)  -0.655
H (-2.019900, -4.775470, 7.311949)  0.213
H (-3.327874, -5.248398, 6.132205)  0.233
H (-1.799391, -5.098080, 4.286261)  0.219
H (-0.969551, -6.042562, 5.382106)  0.231
H (0.495672, -3.876271, 4.663164)  0.256
H (0.225271, -4.261581, 6.381681)  0.236
H (-3.189388, -3.214983, 5.047474)  0.240
H (-3.384824, -2.516976, 6.568822)  0.265

Atoms 1-3, force components in eV/Å:
Li -0.71 0.10 -0.12
I 0.68 -0.17 0.11
C -1.26 2.00 -1.96

Record 4
Here is 2 unconnected molecules or ions with the total composition C2H8O4P in a non-equilibrium geometry from OMol25. Energies are from the ωB97M-V functional and the def2-TZVPD basis.

Properties
Net charge ... +1
E_tot ... -19671.8589 eV
Energy relative to the best compared isomer or geometry (same formula, charge and spin) ... 5.779 eV
Strongest force on any atom ... 5.916 eV Å⁻¹
LUMO energy (spin up / spin down) ... -7.7 / -7.7 eV

Last column: natural (NBO) charge in e.
Positions of all 15 atoms, in Å:
C (2.064427, -1.415712, 0.488648)  -0.293
C (-2.614372, 0.448057, -0.183664)  -0.299
O (1.680044, 2.296154, 0.415441)  -0.940
O (0.827287, 1.036971, -1.435935)  -0.958
O (1.979092, -0.079184, 0.661667)  -0.755
O (-1.680048, 0.855544, 0.669194)  -0.357
P (0.947012, 0.974877, 0.136530)  2.169
H (1.205898, -2.077854, 0.824355)  0.225
H (3.051685, -1.660420, 0.896231)  0.235
H (2.257714, -1.694420, -0.647805)  0.205
H (-2.882435, 1.087260, -0.923897)  0.183
H (-3.541849, 0.209614, 0.359819)  0.267
H (-2.202270, -0.456661, -0.663328)  0.212
H (1.986634, 2.415272, 1.343755)  0.550
H (0.023648, 1.501559, -1.794894)  0.555

Atoms 1-3, force components in eV/Å:
C 1.15 -4.90 -3.11
C 0.92 -2.99 -0.02
O 0.23 1.14 1.68